# 1
Density functional theory data (ωB97M-V/def2-TZVPD) for 10 unconnected molecules or ions with the total composition C5H29NO11.

As for the SMILES: CCCNCC(=O)O.O.O.O.O.O.O.O.O.O. The relative energy (zero: lowest compared OMol25 entry of this formula, charge and spin) is 87.6 kcal per mole. The strongest force on any atom is 4.4 eV Å⁻¹. As for the total energy: -29667.5304 eV.

Each line ends with the Mulliken charge.
Cartesian coordinates (Å):
C 0.441 -3.277 -2.083  -0.88
C 1.360 -2.201 -2.532  -0.13
C 0.754 -0.897 -2.984  -0.97
N -0.088 -0.353 -1.882  0.51
C -1.349 0.302 -2.402  -1.04
C -1.675 1.331 -1.301  0.64
O -1.796 2.523 -1.419  -0.60
O -1.612 0.783 -0.051  -0.08
H 1.036 -4.232 -2.001  0.34
H -0.532 -3.319 -2.644  0.25
H 0.156 -3.163 -1.024  0.09
H 2.079 -2.633 -3.310  0.35
H 2.137 -1.941 -1.788  0.14
H 1.658 -0.249 -3.129  0.25
H 0.161 -0.971 -3.871  0.50
H -0.376 -1.114 -1.302  -0.25
H -0.972 1.009 -3.162  0.53
H -2.001 -0.424 -2.784  0.36
H -2.007 1.476 0.563  0.25
O 1.312 2.804 0.175  -0.77
H 0.758 2.039 -0.031  0.43
H 1.238 3.488 -0.480  0.28
O 4.114 -0.895 1.586  -0.65
H 3.366 -0.706 1.029  0.37
H 4.736 -0.210 1.772  0.27
O -3.220 -1.107 -0.783  -0.66
H -3.799 -1.696 -0.325  0.26
H -2.384 -0.820 -0.415  0.37
O -0.901 -1.594 1.271  -0.61
H -0.579 -0.721 1.045  0.25
H -0.305 -2.186 0.822  0.27
O -1.758 -1.449 4.150  -0.63
H -2.540 -1.054 3.789  0.29
H -1.146 -1.684 3.450  0.35
O -1.984 2.095 2.338  -0.67
H -1.378 1.455 2.706  0.29
H -2.649 2.187 3.026  0.28
O 0.765 1.049 2.869  -0.54
H 1.565 1.399 2.456  0.23
H 0.869 1.605 3.670  0.31
O 2.332 0.418 -0.030  -0.59
H 2.216 0.181 -0.957  0.17
H 2.397 1.383 -0.046  0.37
O 0.041 4.188 2.059  -0.65
H 0.084 3.552 1.333  0.34
H -0.525 3.629 2.628  0.37



# 2
Density functional theory data (ωB97M-V/def2-TZVPD) for 2 unconnected molecules or ions with the total composition C5H2Br2NS.

The strongest force on any atom is 5.2 eV Å⁻¹. As for the total energy: -157626.8862 eV. Its total charge is -1.

Each line ends with the Mulliken charge.
Cartesian coordinates (Å):
C -0.561 0.626 -0.886  -0.23
C -0.680 1.973 -0.641  -0.60
C 0.534 -1.346 -0.202  -0.16
C 0.308 0.001 0.003  0.80
C 0.945 1.167 0.483  0.13
N 0.205 2.309 0.365  -0.53
S 0.353 -2.927 0.013  -0.04
Br -1.086 -5.353 1.756  -0.87
Br 2.466 0.800 1.576  -0.22
H -1.195 -0.066 -1.453  0.33
H -1.289 2.815 -1.014  0.38



# 3
Density functional theory data (ωB97M-V/def2-TZVPD) for a single C5H2Cl3NOS molecule.

As for the SMILES: O=C=C1SC=CN1C(Cl)(Cl)Cl. The relative energy (zero: lowest compared OMol25 entry of this formula, charge and spin) is 14.1 kcal per mole. The strongest force on any atom is 1.8 eV Å⁻¹. As for the total energy: -57154.8351 eV.

Each line ends with the Mulliken charge.
Cartesian coordinates (Å):
O -0.621 3.511 0.902  -0.36
C -0.460 2.388 0.669  0.65
C -0.267 1.217 0.072  -0.17
S 1.123 1.477 -1.109  -0.17
C 1.836 -0.013 -0.507  -0.03
C 1.019 -0.702 0.280  -0.85
N -0.295 -0.176 0.446  -0.09
C -1.256 -1.149 -0.032  0.58
Cl -1.291 -2.538 1.057  -0.13
Cl -0.968 -1.719 -1.718  -0.13
Cl -2.860 -0.357 0.014  -0.15
H 2.833 -0.276 -0.793  0.42
H 1.208 -1.663 0.718  0.43



# 4
Density functional theory data (ωB97M-V/def2-TZVPD) for a single C5H2ClF2NOS2 molecule.

The strongest force on any atom is 5.7 eV Å⁻¹. As for the total energy: -48379.1448 eV.

Each line ends with the Mulliken charge.
Cartesian coordinates (Å):
C 0.881 1.000 -0.304  0.34
C 2.054 -1.112 0.430  0.44
C 2.106 1.113 0.554  -0.12
C -2.235 0.220 -0.077  0.37
C -2.056 -0.997 -0.568  0.34
H 2.456 2.103 0.836  0.44
H -1.608 1.039 -0.397  -0.10
N 2.706 0.057 0.930  -0.47
O 2.404 -2.231 0.630  -0.43
F -1.126 -1.284 -1.456  -0.16
F -2.759 -2.059 -0.250  -0.22
S 0.046 2.276 -0.835  -0.31
S 0.588 -0.688 -0.575  0.04
Cl -3.457 0.564 1.081  -0.17



# 5
Density functional theory data (ωB97M-V/def2-TZVPD) for a molecular structure, C5H2ClIOS.

The relative energy (zero: lowest compared OMol25 entry of this formula, charge and spin) is 17.7 kcal per mole. The strongest force on any atom is 4.8 eV Å⁻¹. As for the total energy: -38721.0460 eV.

Each line ends with the Mulliken charge.
Cartesian coordinates (Å):
C -0.046 0.375 -0.409  -0.53
C -0.856 -0.467 0.283  -0.40
C -0.795 1.396 -1.013  0.21
C -2.119 1.353 -0.785  -0.09
C 0.000 2.945 -2.052  0.46
O -0.338 4.048 -1.849  -0.34
S -2.518 -0.024 0.199  -0.11
Cl 1.122 2.334 -3.157  -0.11
I -3.593 2.661 -1.464  0.15
H 1.024 0.283 -0.466  0.38
H -0.586 -1.333 0.856  0.39



# 6
Density functional theory data (ωB97M-V/def2-TZVPD) for a molecular structure, C5H2HgO6.

The relative energy (zero: lowest compared OMol25 entry of this formula, charge and spin) is 0.0 kcal per mole. The strongest force on any atom is 5.1 eV Å⁻¹. As for the total energy: -21655.2181 eV. Its total charge is +2.

Each line ends with the Mulliken charge.
Cartesian coordinates (Å):
O -0.079 3.773 -1.475  -0.04
C -0.066 2.698 -1.080  0.26
Hg -0.147 0.520 -0.546  1.41
O -0.077 -1.711 -3.610  0.02
C -0.066 -1.053 -2.685  0.09
C -0.079 -2.493 0.832  0.11
O -0.078 -3.586 1.151  -0.08
C -2.604 -0.060 0.014  0.13
O -3.712 -0.381 -0.013  -0.02
C 2.427 -0.055 -0.007  0.07
O 3.517 -0.375 -0.020  0.01
O -0.049 0.907 2.612  -0.60
H 0.414 1.648 2.165  0.31
H 0.599 0.169 2.661  0.35